[1]
{
  "formula": "C7H32O10",
  "method": "wB97M-V/def2-TZVPD",
  "smiles": "C=CC(=C)CCC.O.O.O.O.O.O.O.O.O.O",
  "lumo_energy_ha": -0.0016,
  "energy_ev": -28252.1834,
  "e_homo_ha": -0.3380,
  "mol_weight_g_mol": 276.3,
  "species": ["C", "C", "C", "C", "C", "C", "C", "H", "H", "H", "H", "H", "H", "H", "H", "H", "H", "H", "H", "O", "H", "H", "O", "H", "H", "O", "H", "H", "O", "H", "H", "O", "H", "H", "O", "H", "H", "O", "H", "H", "O", "H", "H", "O", "H", "H", "O", "H", "H"],
  "positions_angstrom": [[2.80384, 0.17051, 1.85979], [1.78215, -0.68221, 1.96633], [0.41843, -0.32730, 1.54846], [-0.20273, 0.76243, 1.98507], [-0.32066, -1.41943, 0.75977], [-0.60947, -1.11985, -0.70251], [-1.28364, 0.24214, -0.96672], [2.77063, 1.16014, 1.42923], [3.78298, -0.16742, 2.19284], [2.06053, -1.69460, 2.20689], [-1.21886, 1.03216, 1.76497], [0.25110, 1.42392, 2.71888], [0.22679, -2.35809, 0.87732], [-1.19296, -1.72275, 1.35410], [-1.28995, -1.79960, -1.20826], [0.33441, -1.10921, -1.25536], [-1.71861, 0.34030, -1.95662], [-0.70430, 1.14834, -0.82556], [-2.00318, 0.41039, -0.15226], [1.55628, 2.18682, -0.60413], [0.61350, 2.36622, -0.65556], [1.76361, 1.90190, 0.29326], [2.66929, -2.99298, -0.40958], [3.01924, -2.14051, -0.72839], [3.45406, -3.54108, -0.52843], [1.45531, 2.96412, -3.48302], [1.62806, 2.27041, -2.83252], [0.59168, 2.71319, -3.84689], [-0.83076, 4.02825, -1.13302], [-1.60710, 4.41943, -0.70558], [-0.37649, 4.82927, -1.42388], [-4.19955, -1.77689, -1.31503], [-4.65307, -1.71191, -0.45570], [-3.82267, -0.89568, -1.42302], [-3.43747, 1.12154, 2.75947], [-4.10883, 1.80454, 2.65874], [-3.57091, 0.66138, 3.60246], [3.72059, 1.33159, -1.85239], [2.86325, 1.75737, -1.63097], [3.92826, 1.51604, -2.77777], [4.65826, -0.97138, -0.70787], [4.79638, -0.67979, 0.20141], [4.33809, -0.12279, -1.08890], [-2.53912, -3.77683, 0.34283], [-2.22415, -4.63472, 0.03920], [-2.53102, -3.21394, -0.44913], [-4.00361, -1.50052, 1.51624], [-3.95907, -0.56256, 1.77290], [-3.07852, -1.64033, 1.26886]]
}


[2]
{
  "formula": "C7H32O9",
  "method": "wB97M-V/def2-TZVPD",
  "lumo_energy_ha": 0.0114,
  "energy_ev": -26196.3045,
  "e_homo_ha": -0.3359,
  "mol_weight_g_mol": 260.3,
  "species": ["O", "H", "H", "H", "O", "H", "C", "O", "H", "H", "H", "H", "C", "O", "H", "H", "H", "H", "C", "O", "H", "H", "H", "H", "C", "O", "H", "H", "H", "H", "C", "O", "H", "H", "H", "H", "C", "O", "H", "H", "H", "H", "C", "O", "H", "H", "H", "H"],
  "positions_angstrom": [[-0.29769, -0.56888, -0.20140], [0.69431, -0.98788, 0.09960], [-0.78069, -0.44088, 0.57060], [-0.33669, 0.43512, -0.20040], [0.16131, 1.93912, -0.04340], [-0.05469, 2.14712, 0.97060], [3.11031, 0.37712, -0.78640], [2.31031, 0.48812, 0.29260], [4.07131, 0.39012, -0.54040], [2.96531, 1.18012, -1.56440], [2.97331, -0.41888, -1.46640], [1.58831, 1.18812, 0.16260], [1.70331, -0.59088, 4.01460], [1.01131, 0.17012, 3.01960], [1.07531, -0.36888, 4.92460], [2.73531, -0.32188, 4.30760], [1.80631, -1.74088, 3.74460], [1.77531, 0.23912, 2.20160], [1.14231, -3.21388, -0.72140], [1.78131, -2.47188, 0.20960], [0.04531, -3.07888, -0.73740], [1.35231, -4.11388, -0.75840], [1.43131, -2.88988, -1.61940], [2.43331, -2.98388, 0.44360], [0.71431, 2.44412, -3.54040], [0.22731, 1.34112, -2.85540], [0.99031, 2.11812, -4.62440], [1.46031, 2.98812, -2.84240], [-0.14569, 2.96812, -3.73540], [0.12031, 1.47512, -1.91540], [-2.78769, -2.59188, -1.70540], [-3.60569, -2.13988, -0.58140], [-2.06869, -1.69288, -1.75840], [-3.48169, -2.79388, -2.55740], [-2.31269, -3.60488, -1.32240], [-3.80169, -1.23688, -0.56840], [-1.38669, -2.22488, 2.60460], [-1.67569, -0.98888, 2.04060], [-0.20169, -2.19388, 2.92660], [-1.39969, -3.01288, 1.74060], [-2.12269, -2.59288, 3.30660], [-2.52869, -0.78288, 2.49760], [-1.89769, 5.08912, -0.60340], [-1.98369, 3.60812, -0.54240], [-2.75769, 5.37612, -1.14940], [-0.96769, 5.47512, -0.95340], [-2.03769, 5.36512, 0.36460], [-1.04669, 3.24512, -0.54840]]
}


[3]
{
  "formula": "C7H33NO12",
  "method": "wB97M-V/def2-TZVPD",
  "lumo_energy_ha": -0.0014,
  "energy_ev": -33851.5325,
  "e_homo_ha": -0.2771,
  "mol_weight_g_mol": 323.3,
  "species": ["C", "C", "N", "C", "C", "C", "C", "C", "H", "H", "H", "H", "H", "H", "H", "H", "H", "H", "H", "O", "H", "H", "O", "H", "H", "O", "H", "H", "O", "H", "H", "O", "H", "H", "O", "H", "H", "O", "H", "H", "O", "H", "H", "O", "H", "H", "O", "H", "H", "O", "H", "H", "O"],
  "positions_angstrom": [[0.11197, -0.72443, -0.01709], [0.24836, -1.98889, 0.56544], [1.61995, -2.24109, 0.61149], [2.34274, -1.15560, 0.18528], [1.37673, -0.24792, -0.32320], [1.61312, 0.76976, -1.38797], [0.54990, 1.09029, -2.18066], [3.76484, -1.07006, 0.17793], [-0.81869, -0.28984, -0.44053], [-0.37777, -2.78439, 0.87194], [2.05929, -3.12272, 0.93092], [2.61303, 1.21232, -1.64548], [-0.51685, 0.87386, -2.09729], [0.76927, 1.86691, -2.97576], [3.97394, -0.48929, 1.11598], [4.18954, -0.36101, -0.61370], [4.50827, -1.85409, 0.36806], [-2.57254, 1.35453, -3.68269], [-3.75158, 1.28006, -2.78901], [-3.10130, 0.77185, -3.26881], [-2.53523, -1.87173, -1.12013], [-2.72655, -3.27904, -0.49006], [-2.21513, -2.33620, -0.41823], [-2.92094, -0.86720, -3.20704], [-1.67297, -1.51975, -3.74442], [-2.32510, -1.70457, -3.13778], [0.97454, -1.28733, -4.06282], [0.58882, -1.50851, -2.62610], [0.41267, -1.78887, -3.55547], [-0.85210, -0.20865, 4.16088], [-0.86025, -0.62662, 2.52841], [-0.32383, -0.43320, 3.27746], [-0.27132, 2.38547, 1.79993], [-1.10768, 1.81347, 0.71897], [-0.83382, 2.67721, 1.11848], [0.11903, 4.65820, -0.57143], [0.02768, 4.14781, 0.92012], [0.47751, 4.74088, 0.26557], [2.38499, 3.31744, 0.44101], [2.39356, 2.26197, 1.53625], [2.93208, 2.65876, 0.92913], [2.18892, -1.14390, 3.79733], [0.87932, -1.57543, 3.46256], [1.65848, -2.00311, 3.88034], [-3.45092, -0.79589, -1.76210], [-3.02878, -0.04629, -0.44489], [-3.72360, -0.18723, -1.08261], [0.64239, 1.00642, 2.98307], [1.32941, 2.25990, 3.38455], [1.19268, 1.72927, 2.64653], [-3.10753, -0.80063, 2.24021], [-2.43929, -1.67771, 1.08507], [-2.40922, -0.88523, 1.64235]]
}


[4]
{
  "formula": "C7H34NO9",
  "method": "wB97M-V/def2-TZVPD",
  "charge": -1,
  "lumo_energy_ha": 0.0957,
  "energy_ev": -27725.2229,
  "e_homo_ha": -0.1766,
  "mol_weight_g_mol": 276.3,
  "species": ["N", "H", "H", "H", "H", "O", "H", "O", "H", "C", "O", "H", "H", "H", "H", "C", "O", "H", "H", "H", "H", "C", "O", "H", "H", "H", "H", "C", "O", "H", "H", "H", "H", "C", "O", "H", "H", "H", "H", "C", "O", "H", "H", "H", "H", "C", "O", "H", "H", "H", "H"],
  "positions_angstrom": [[-0.33439, 0.06943, 0.02088], [-0.21594, -0.20559, -0.94371], [0.21454, 0.83400, 0.38724], [-0.27557, -0.73107, 0.63394], [-1.28437, 0.38422, 0.15704], [-2.82967, 0.63067, 0.09237], [-3.77852, 0.74768, 0.29368], [-0.69725, -0.45506, -2.50381], [-0.78129, 0.24630, -3.17877], [-1.86584, 3.67773, -0.37688], [-2.79719, 3.20288, 0.53060], [-2.12998, 4.73288, -0.44740], [-0.85620, 3.48418, -0.01457], [-1.98386, 3.26215, -1.37761], [-2.87749, 2.25396, 0.40930], [2.33825, 1.76392, 1.84024], [1.23042, 2.10119, 1.10021], [2.22307, 0.82200, 2.37655], [3.18091, 1.65941, 1.15679], [2.60822, 2.56741, 2.52553], [1.42778, 2.92134, 0.64195], [1.89881, -2.50861, -3.32452], [1.11599, -2.29866, -2.16150], [1.41565, -3.31970, -3.86930], [2.12281, -1.63278, -3.93349], [2.84152, -3.00767, -3.10017], [0.51321, -1.58017, -2.36649], [2.65592, 0.76056, -2.12303], [1.43778, 1.20216, -2.70294], [2.60032, 0.26914, -1.15168], [3.23613, 0.21425, -2.86666], [3.24179, 1.65897, -1.92883], [0.89119, 0.41433, -2.74948], [2.08110, -1.90034, 1.40128], [0.75516, -1.89958, 1.93558], [2.31852, -0.97782, 0.87149], [2.81978, -2.01158, 2.19505], [2.29975, -2.68614, 0.67822], [0.84099, -2.08714, 2.87316], [-2.21965, -3.08508, 0.44988], [-2.87826, -2.71609, -0.71453], [-2.91260, -3.63564, 1.08612], [-1.32059, -3.68279, 0.29982], [-1.80866, -2.19923, 0.93409], [-3.11097, -3.50518, -1.20928], [-1.74223, 1.20151, 3.32883], [-2.11417, 0.02226, 2.59354], [-1.47624, 0.97728, 4.36182], [-0.98767, 1.81456, 2.83598], [-2.58071, 1.89652, 3.28392], [-2.45025, 0.33298, 1.74967]]
}


[5]
{
  "formula": "C7H34O12",
  "method": "wB97M-V/def2-TZVPD",
  "smiles": "C=CCCCCC=O.O.O.O.O.O.O.O.O.O.O.O",
  "lumo_energy_ha": 0.0101,
  "energy_ev": -32382.4723,
  "e_homo_ha": -0.3645,
  "mol_weight_g_mol": 310.3,
  "species": ["C", "C", "C", "C", "C", "C", "C", "O", "H", "H", "H", "H", "H", "H", "H", "H", "H", "H", "H", "H", "O", "H", "H", "O", "H", "H", "O", "H", "H", "O", "H", "H", "O", "H", "H", "O", "H", "H", "O", "H", "H", "O", "H", "H", "O", "H", "H", "O", "H", "H", "O", "H", "H"],
  "positions_angstrom": [[2.36423, -3.10506, 0.20749], [2.11627, -2.05633, 0.98361], [0.79894, -1.32971, 0.96082], [0.96914, 0.10882, 0.45522], [1.60063, 1.05388, 1.47645], [0.58016, 1.64681, 2.44304], [-0.44690, 2.51523, 1.80488], [-0.36806, 2.99659, 0.68371], [3.33050, -3.59886, 0.22777], [1.64521, -3.52240, -0.48595], [2.82844, -1.66667, 1.69951], [0.09159, -1.87854, 0.32609], [0.36137, -1.31452, 1.96099], [1.57369, 0.08407, -0.46030], [-0.00138, 0.49849, 0.12515], [2.14140, 1.86102, 0.97797], [2.39003, 0.55146, 2.05525], [0.07671, 0.83846, 2.99734], [1.12966, 2.21971, 3.19782], [-1.35394, 2.76221, 2.37963], [3.33909, -0.35152, -2.39846], [3.23784, -1.08104, -1.77317], [3.66305, 0.42840, -1.88517], [1.42901, 2.98244, -1.34177], [0.78552, 2.91228, -0.59074], [1.29128, 3.85915, -1.71018], [-1.37511, -0.07804, -2.82162], [-1.76315, 0.30571, -3.61565], [-0.39767, 0.18923, -2.91135], [-3.18753, 0.19326, -0.77018], [-2.89225, -0.16452, 0.09454], [-2.40669, 0.23222, -1.37939], [-4.07405, 2.71609, -0.11786], [-3.23910, 3.19741, -0.13931], [-3.82239, 1.81447, -0.41193], [-2.58167, -1.11417, 1.58724], [-2.37950, -2.01213, 1.20249], [-3.46954, -1.14951, 1.95852], [-1.28375, -0.78966, 3.94569], [-1.67392, -0.89729, 3.05064], [-0.76762, -1.58449, 4.10772], [-2.98151, -2.68520, -1.99646], [-2.21739, -2.28403, -2.44116], [-3.50124, -1.92525, -1.68768], [-2.11113, -3.49793, 0.36890], [-2.38040, -3.23566, -0.55420], [-2.63081, -4.27094, 0.60349], [1.02732, 0.90506, -3.15056], [1.85532, 0.38164, -3.02874], [1.18835, 1.70065, -2.60076], [3.91656, 1.89887, -1.01355], [3.02341, 2.30144, -1.09867], [4.55200, 2.43841, -1.49719]]
}